1.
A molecular structure, C12H24CuO12, computed with ωB97M-V/def2-TZVPD.

Calculated values
Net charge: +1
Frontier orbital gap (eV): 5.6
E_HOMO (eV): -12.518

XYZ file:
```
49
C12H24CuO12 | OMol25 | ωB97M-V/def2-TZVPD
C -2.64 -0.76 -7.65
C -1.74 -4.39 -4.55
H -4.75 -3.70 2.30
C -3.13 4.79 3.53
C -1.10 3.75 4.51
O -2.63 -2.17 -7.20
C -2.23 -2.40 -5.88
C -1.05 3.72 6.91
H -0.88 -3.96 -4.06
C -1.55 -2.96 2.84
H -0.74 2.96 7.63
C -3.72 -3.54 1.96
H -1.50 -5.40 -4.88
H 0.66 -1.51 4.00
O -0.50 3.54 5.63
H 4.82 1.98 -4.20
H -2.14 3.62 6.93
H 5.93 0.58 0.89
O -1.87 -1.58 -5.00
H -4.13 5.08 3.85
O 6.53 1.21 -0.91
H -3.19 4.08 2.70
H -3.41 -4.46 1.46
H 1.05 -3.03 3.54
O -2.21 -3.75 -5.75
H 0.70 -2.72 5.33
Cu -0.49 1.23 -1.39
O -2.82 -3.20 3.00
H 5.36 2.24 0.49
O 4.42 1.23 -1.78
O 6.24 1.07 -2.99
H -2.53 -4.44 -3.79
H 4.88 0.16 -4.13
H -2.65 5.73 3.25
C 5.44 1.09 -4.15
H -2.96 -0.75 -8.69
O -2.29 4.37 4.63
O -1.04 -2.90 1.67
O -0.95 -2.82 4.05
H -1.76 -0.18 -7.37
C 0.43 -2.54 4.29
H 6.00 0.97 -5.08
C 6.19 1.53 0.43
H 7.03 2.06 0.90
O -0.72 3.35 3.37
H -3.50 -0.30 -7.15
H -0.92 4.74 7.27
H -3.64 -2.84 1.12
C 5.68 1.21 -1.85
```

---

2.
6 unconnected molecules or ions with the total composition C25H51N2O10PS, computed with ωB97M-V/def2-TZVPD.

Calculated values
Net charge: 0
Frontier orbital gap (eV): 8.9
E_HOMO (eV): -9.133
Structure (SMILES): CCCCOc1ccc2c(c1CCCN)C(=O)N(P(O)(O)=S)C2=O.CCO.CCO.CCO.CCO.CCO

XYZ file:
```
90
C25H51N2O10PS | OMol25 | ωB97M-V/def2-TZVPD
C 1.23 0.74 -4.23
H -5.80 3.80 4.44
C -4.69 0.23 0.57
O 0.31 1.23 -4.80
H -12.14 4.04 5.63
H -3.02 -0.70 5.17
P 0.87 -0.57 -1.95
H 5.62 -3.03 -4.44
C -7.61 3.03 5.33
H -12.27 3.83 7.38
C 4.78 -0.09 -4.01
H 1.65 -0.96 1.63
H -4.86 1.13 -1.38
H -7.70 3.83 6.06
H 7.57 3.00 -1.92
H -11.52 6.15 6.84
O 2.26 -1.25 -1.52
C -10.82 5.31 6.77
C -6.17 2.86 4.87
C 3.99 -1.01 -6.13
H 6.27 0.94 -0.29
H -3.52 -2.83 3.98
H 9.23 -4.41 -5.87
H 8.66 -5.68 -3.49
H -8.26 3.27 4.49
C 8.11 -5.54 -4.41
C -5.41 0.43 -0.75
O 2.26 -1.51 2.13
C 8.48 -4.21 -5.10
H 7.59 -2.95 -6.63
O -3.38 -0.32 0.39
H -6.41 0.82 -0.60
H 6.59 -4.29 -6.07
H 1.89 -0.46 3.87
H 2.13 -2.17 -1.26
C 7.29 -3.51 -5.75
H 0.09 -2.00 4.67
H 7.05 -5.56 -4.16
C 3.48 0.35 -3.81
H -10.35 5.61 4.90
C 2.72 -0.51 -5.94
C -3.52 -0.69 4.20
C 0.41 -2.01 3.63
O 6.23 -1.35 -5.47
H 7.16 -2.36 -3.92
O -2.50 -0.46 3.23
H 5.39 2.31 -2.88
H -10.25 5.28 7.69
H -0.29 -1.41 3.06
C 2.48 0.16 -4.76
H 5.87 2.51 -0.37
C 7.22 1.97 -1.80
O -9.87 5.56 5.73
H -10.87 3.18 6.51
N 1.39 0.81 -2.74
H -6.57 2.01 3.16
H -2.92 -0.42 2.37
H -5.23 -0.49 1.19
C -4.23 -2.01 3.97
S -0.37 -0.36 -0.50
H 0.08 -2.33 -2.90
H -4.23 0.14 4.19
O -6.02 1.80 3.93
H 6.78 -0.35 -3.32
H 1.92 -0.65 -6.66
H 8.32 -6.39 -5.06
H 8.96 -3.56 -4.37
C 5.88 0.18 -3.02
H 4.22 -1.57 -7.02
H -4.63 1.17 1.12
H -7.97 2.10 5.77
C 6.26 1.66 -2.95
H -4.99 -2.19 4.73
H -5.48 -0.52 -1.29
H 2.53 -2.10 4.04
H 5.58 -0.21 -2.05
C 1.83 -1.49 3.49
C 6.54 -2.57 -4.79
O 3.32 1.82 -1.87
C 5.00 -0.81 -5.19
C -11.57 4.01 6.56
H 0.35 -3.04 3.26
H 8.10 1.33 -1.86
O 0.31 -1.43 -3.18
H -2.87 0.29 -0.15
H -5.53 2.60 5.71
N 6.66 1.87 -0.45
H -4.72 -2.01 2.99
C 2.86 1.07 -2.66
H 6.77 1.91 -3.89
```

---

3.
A single C23H26N6O2S molecule, computed with ωB97M-V/def2-TZVPD.

Calculated values
Net charge: 0
Frontier orbital gap (eV): 8.0
E_HOMO (eV): -7.425
Structure (SMILES): Cn1c(CNC(=O)c2ccccc2)nnc1SCC(=O)N1CCN(c2ccccc2)CC1

XYZ file:
```
58
C23H26N6O2S | OMol25 | ωB97M-V/def2-TZVPD
H -4.12 -2.50 0.71
C -2.85 -0.61 2.33
H 1.78 -3.69 -0.35
C 3.34 -1.03 0.70
C 3.42 -1.68 -0.69
N -2.04 -2.44 0.77
N 0.10 -1.94 0.78
H 4.20 -1.33 1.30
N -3.49 0.38 1.49
N -0.53 -1.07 1.58
H -2.95 1.19 1.24
H -3.63 -1.29 2.69
C 1.16 -2.06 -1.69
O -5.37 -0.82 1.18
C -6.24 3.28 -1.54
C 5.79 2.96 -0.44
H -2.37 -0.11 3.18
C 4.47 1.14 0.46
H -3.31 1.77 -0.82
C 6.84 2.65 0.41
H 3.53 -2.76 -0.61
H 7.75 3.23 0.39
C -4.37 2.00 -0.76
H -3.32 -4.06 1.03
H -4.23 3.55 -2.22
H 1.25 0.34 -2.18
C -4.89 3.00 -1.57
C -6.58 1.55 0.08
C 4.63 2.22 -0.42
H 1.25 0.39 0.31
H 3.03 0.47 -2.19
S -0.51 -4.02 -0.85
N 2.26 -1.31 -1.46
C 2.13 0.77 -0.23
C 6.70 1.60 1.30
H 4.31 -1.29 -1.21
O 0.19 -1.61 -2.28
H 5.89 3.78 -1.13
C -0.80 -2.75 0.29
H 7.50 1.35 1.98
C -1.80 -1.37 1.59
H 3.84 2.48 -1.11
C 5.53 0.86 1.33
N 3.29 0.41 0.55
C -7.09 2.56 -0.71
C -4.71 0.18 0.95
H 2.42 -1.35 1.19
H -6.64 4.07 -2.16
C 1.19 -3.52 -1.25
H 5.44 0.06 2.05
H 2.04 1.86 -0.30
H -7.22 0.96 0.72
C 2.16 0.13 -1.62
C -3.26 -3.12 0.47
H 1.52 -4.17 -2.06
H -8.15 2.77 -0.70
C -5.21 1.28 0.08
H -3.28 -3.36 -0.60
```

---

4.
A molecular structure, C11H10ClMoNS, computed with ωB97M-V/def2-TZVPD.

Calculated values
Net charge: 0
Frontier orbital gap (alpha / beta) (eV): 5.8 / 6.4
E_HOMO (alpha / beta) (eV): -7.633 / -7.815
Multiplicity: 3

XYZ file:
```
25
C11H10ClMoNS | OMol25 | ωB97M-V/def2-TZVPD
H 1.18 -0.72 -2.70
C -0.18 0.75 3.43
H -2.35 -1.89 0.61
S -0.30 0.81 5.00
N -0.27 0.82 2.24
H -0.76 -1.42 -1.39
C 0.96 -1.37 0.13
C 0.88 -1.67 1.57
Mo 0.30 0.71 0.16
C 0.61 0.13 -2.32
C -1.15 1.52 -1.77
C -0.82 0.27 -2.35
C -0.52 -1.80 1.88
H 1.85 -1.53 -0.49
H 1.75 -1.87 2.19
C -0.44 -1.32 -0.35
H -2.16 1.94 -1.67
H -1.53 -0.47 -2.71
Cl 1.61 2.50 1.19
H 2.22 1.57 -1.69
C -1.31 -1.60 0.73
C 1.17 1.32 -1.77
H 0.15 3.28 -1.24
C 0.06 2.22 -1.49
H -0.94 -2.16 2.83
```

---

5.
A molecular structure, C8H6CeCl2FeN2O3, computed with ωB97M-V/def2-TZVPD.

Calculated values
Net charge: +4
Frontier orbital gap (alpha / beta) (eV): 7.9 / 6.7
E_HOMO (alpha / beta) (eV): -23.925 / -24.115
Multiplicity: 7

XYZ file:
```
23
C8H6CeCl2FeN2O3 | OMol25 | ωB97M-V/def2-TZVPD
C 0.74 -2.03 -2.98
Cl 2.75 -3.14 0.62
O 0.58 -2.45 -4.06
C -1.80 0.26 0.29
O 4.31 4.80 -1.99
H -2.49 1.89 -0.66
O 3.84 0.26 -1.84
H -3.83 -1.17 2.66
Cl 1.86 2.75 1.36
Fe 3.14 2.67 -0.35
Ce 1.21 -1.72 -0.79
C -0.82 -1.61 1.24
C -1.89 -1.89 2.13
H -1.87 -2.69 2.85
C 3.22 0.93 -1.10
H 0.04 -2.27 1.35
C 4.01 3.81 -1.46
C -2.99 -1.03 1.98
H -3.79 0.69 0.98
N -1.71 1.18 -0.67
H -0.79 1.40 -0.96
C -2.92 0.04 1.10
N -0.79 -0.67 0.30
```

---

6.
A gas-phase ion, C5H14N2 (charge -1), computed with ωB97M-V/def2-TZVPD.

Calculated values
Net charge: -1
Frontier orbital gap (alpha / beta) (eV): 2.7 / 9.0
E_HOMO (alpha / beta) (eV): 1.446 / -5.037
Multiplicity: 2

XYZ file:
```
21
C5H14N2 | OMol25 | ωB97M-V/def2-TZVPD
H -3.17 -2.29 0.24
H -1.01 -2.50 -0.90
H 1.84 -0.33 -1.15
H 1.20 2.34 1.29
H 2.06 -0.53 1.11
N 2.05 0.48 0.85
C -0.05 0.72 -0.78
H 0.37 1.04 2.26
C 1.52 0.49 -0.57
H -0.39 1.33 0.07
C -1.08 -1.60 -0.30
C -0.94 -0.40 -1.35
H -0.47 -1.55 0.56
H -2.84 -0.68 0.52
H -1.88 0.03 -1.69
N -2.40 -1.65 0.42
H 0.14 1.53 -1.66
C 1.45 1.38 1.75
H -0.57 -0.89 -2.23
H 2.11 1.56 2.59
H 2.07 1.52 -1.03
```

---

7.
A molecular structure, C11H8F3I2LaNO9S, computed with ωB97M-V/def2-TZVPD.

Calculated values
Net charge: -1
Frontier orbital gap (eV): 5.1
E_HOMO (eV): -4.779

XYZ file:
```
36
C11H8F3I2LaNO9S | OMol25 | ωB97M-V/def2-TZVPD
O 1.25 1.93 -1.99
C 0.12 2.03 2.89
F -1.90 -1.55 1.85
O -1.60 -1.32 -1.84
C -0.10 3.57 1.04
C 0.51 2.72 -1.28
O 0.09 -1.08 -3.71
S -1.30 -1.67 -3.32
H 4.31 -3.73 -0.92
H -0.09 1.75 3.94
C -2.18 -0.51 -4.28
I 1.76 -4.14 -1.80
N 0.73 1.35 0.71
C 0.61 1.07 2.02
H -3.24 -0.87 -4.47
O -1.13 3.95 4.45
H -1.58 -0.32 -5.18
O -1.49 -3.06 -3.50
C 0.35 -2.52 1.69
C 3.38 -3.18 -0.74
O -1.02 5.47 2.81
H 0.97 0.08 2.33
C 0.36 2.53 0.19
H -0.43 4.52 0.63
F -1.04 -2.50 3.66
C -1.12 -2.59 2.32
O 0.60 -1.81 0.65
F -1.80 -3.78 2.10
C -0.19 3.34 2.42
H -2.19 0.41 -3.72
La 0.53 -0.44 -1.52
C -0.81 4.32 3.31
I 3.61 -1.18 -1.69
H 3.14 -3.13 0.33
O 1.22 -3.15 2.35
O -0.34 3.51 -1.74
```

---

8.
A gas-phase ion, C5H6IN2O (charge +1), computed with ωB97M-V/def2-TZVPD.

Calculated values
Net charge: +1
Frontier orbital gap (alpha / beta) (eV): 6.6 / 6.6
E_HOMO (alpha / beta) (eV): -11.787 / -11.788
Structure (SMILES): NC(=C=O)/C=C\[NH+]=C\I

XYZ file:
```
15
C5H6IN2O | OMol25 | ωB97M-V/def2-TZVPD
H -2.65 2.26 -0.78
N 2.21 -1.41 0.83
H 2.86 -2.23 0.72
H 0.17 2.36 -0.40
H 2.75 -0.69 1.14
C 0.11 -1.75 -0.27
H -1.19 -0.17 0.37
C -0.01 1.33 -0.24
C -2.44 1.22 -0.41
I -4.04 0.12 0.11
C 1.06 0.49 -0.12
O -0.68 -2.51 -0.66
N -1.28 0.73 -0.12
C 1.13 -0.91 0.05
H 2.00 1.16 -0.22
```

---

9.
A molecular structure, C9H16CdOP, computed with ωB97M-V/def2-TZVPD.

Calculated values
Net charge: -1
Frontier orbital gap (eV): 3.4
E_HOMO (eV): -0.089

XYZ file:
```
28
C9H16CdOP | OMol25 | ωB97M-V/def2-TZVPD
C -1.06 -3.07 0.38
H -0.72 -4.01 0.79
O -0.28 -0.89 0.23
H -1.63 0.36 -1.76
H -0.78 2.34 -0.77
H -2.84 -2.19 1.40
C -1.75 -2.18 1.52
C -1.23 -0.76 1.38
H 2.78 2.40 2.09
H 0.07 1.71 1.81
H 1.09 -2.47 0.32
H 0.17 -2.24 -1.28
C 2.13 2.38 1.14
H 3.43 3.08 -0.34
H -1.99 0.00 1.09
P -0.46 0.24 -2.57
H -0.68 0.77 -3.88
C 0.22 2.32 -0.35
H -0.21 -1.15 -2.76
Cd 1.36 0.60 -0.35
H -1.73 -3.25 -0.45
H -0.58 -0.43 2.22
C 2.49 2.64 -0.22
H 1.48 3.57 -1.97
C 0.70 2.14 1.02
H -1.46 -2.54 2.52
C 0.11 -2.30 -0.18
C 1.38 2.96 -1.04
```

---

10.
A single C5H5N molecule, computed with ωB97M-V/def2-TZVPD.

Calculated values
Net charge: 0
Frontier orbital gap (eV): 9.7
E_HOMO (eV): -9.771
Structure (SMILES): C=C/C=C/C#N

XYZ file:
```
11
C5H5N | OMol25 | ωB97M-V/def2-TZVPD
C -2.77 0.02 -0.01
H 1.00 -1.28 0.35
C -0.30 0.28 -0.19
H -1.21 -1.37 0.64
H -0.16 1.30 -0.49
H 2.45 1.30 -0.63
C 2.21 0.39 -0.10
C -1.43 -0.34 0.12
H 3.03 -0.20 0.11
N -3.91 0.14 0.06
C 1.10 -0.23 0.15
```

---

11.
2 unconnected molecules or ions with the total composition C3H8O, computed with ωB97M-V/def2-TZVPD.

Calculated values
Net charge: 0
Frontier orbital gap (eV): 11.1
E_HOMO (eV): -10.275
Structure (SMILES): C=O.CC

XYZ file:
```
12
C3H8O | OMol25 | ωB97M-V/def2-TZVPD
H -0.53 -1.30 0.88
H -1.64 1.24 -0.09
C -1.15 0.90 0.82
H 2.04 0.41 -2.37
H -1.72 1.35 1.64
H 2.83 -1.31 -2.05
O 3.14 0.13 -0.73
C 2.65 -0.26 -1.75
H -2.03 -0.90 0.06
H -2.07 -0.79 1.77
C -1.40 -0.66 0.92
H -0.11 1.19 0.90
```

---

12.
2 unconnected molecules or ions with the total composition C14H16O, computed with ωB97M-V/def2-TZVPD.

Calculated values
Net charge: 0
Frontier orbital gap (eV): 9.1
E_HOMO (eV): -8.355
Structure (SMILES): Cc1ccc(O)cc1.Cc1ccccc1

XYZ file:
```
31
C14H16O | OMol25 | ωB97M-V/def2-TZVPD
C 1.43 0.16 -3.11
C -2.18 -0.49 1.81
H 0.71 -1.99 4.35
H 0.43 -3.27 1.11
C 1.11 1.51 -3.12
H -3.82 -0.45 -0.07
C -0.23 -2.45 1.35
C -1.35 -2.34 0.55
O -3.14 -1.11 -0.31
C 0.77 0.12 -0.83
H -0.91 0.15 3.38
H -0.24 4.14 -1.61
H 1.28 -1.64 -1.94
C 0.69 3.72 -2.00
H 1.89 -0.22 -3.98
H 0.40 2.00 0.15
H -3.02 0.18 1.96
C 0.61 1.51 -0.78
H 0.43 -0.39 0.06
C -1.06 -0.59 2.60
C 1.07 -1.65 3.37
H 1.50 4.09 -1.35
H 1.21 2.08 -4.03
C 0.77 2.22 -1.97
C -0.08 -1.54 2.39
H 1.57 -0.68 3.44
C 1.22 -0.57 -1.94
C -2.26 -1.32 0.69
H 1.84 -2.31 2.98
H -1.58 -3.09 -0.20
H 0.92 4.18 -2.94
```

---

13.
A single C5H15NO3Si2 molecule, computed with ωB97M-V/def2-TZVPD.

Calculated values
Net charge: 0
Frontier orbital gap (alpha / beta) (eV): 6.3 / 7.4
E_HOMO (alpha / beta) (eV): -5.511 / -9.914
Multiplicity: 3

XYZ file:
```
26
C5H15NO3Si2 | OMol25 | ωB97M-V/def2-TZVPD
H 0.75 2.84 -0.12
H -0.93 2.12 -0.62
H -1.78 -1.18 -0.50
C 0.23 2.29 -0.93
O 0.88 0.97 -1.10
H -5.11 0.11 1.38
H -4.57 0.64 -0.98
H 2.91 2.28 1.58
H 1.98 -3.11 -1.49
N -2.63 0.10 0.91
H -0.21 -1.88 1.30
H 0.42 2.86 -1.78
O 1.56 -1.27 -1.03
H -0.59 -0.46 2.18
H 1.10 1.61 1.92
C 2.42 -2.30 -0.94
C -0.44 -0.78 1.18
H 2.82 -2.67 -0.01
C 2.25 1.42 1.84
C -1.67 -0.56 0.45
H 2.71 1.24 2.83
H 3.31 -2.10 -1.55
O 2.37 0.25 1.07
H -4.44 2.05 0.72
Si -4.12 0.64 0.44
Si 1.13 -0.19 0.01
```

---

14.
2 unconnected molecules or ions with the total composition C4H2ClN, computed with ωB97M-V/def2-TZVPD.

Calculated values
Net charge: 0
Frontier orbital gap (alpha / beta) (eV): 6.8 / 6.8
E_HOMO (alpha / beta) (eV): -8.397 / -8.396

XYZ file:
```
8
C4H2ClN | OMol25 | ωB97M-V/def2-TZVPD
C 0.58 0.55 0.85
H -1.76 0.72 -0.88
H 0.43 0.28 2.85
N 0.00 0.50 1.94
C -0.96 0.11 -0.99
C -0.49 -0.82 -1.74
Cl 2.15 0.49 0.33
C 0.06 -1.83 -2.36
```

---

15.
A single C5H8N2S molecule, computed with ωB97M-V/def2-TZVPD.

Calculated values
Net charge: 0
Frontier orbital gap (eV): 8.7
E_HOMO (eV): -8.627
Structure (SMILES): C=N/N=C/SC1CC1

XYZ file:
```
16
C5H8N2S | OMol25 | ωB97M-V/def2-TZVPD
N -3.12 0.09 0.32
H -4.92 0.95 -0.18
H -0.84 0.69 0.79
C 1.76 -0.43 0.54
H 2.07 -0.39 1.64
C -4.25 0.06 -0.46
H 3.13 1.65 0.27
C -1.05 -0.25 0.36
H -4.61 -0.85 -0.80
C 3.00 -0.34 -0.28
H 1.56 1.22 -1.05
H 3.96 -0.26 0.16
N -2.23 -0.85 0.23
S 0.41 -1.23 -0.13
H 2.84 -0.97 -1.24
C 2.28 0.91 -0.18
```

---

16.
A molecular structure, H8O4, computed with ωB97M-V/def2-TZVPD.

Calculated values
Net charge: 0
Frontier orbital gap (eV): 9.6
E_HOMO (eV): -9.551

XYZ file:
```
12
H8O4 | OMol25 | ωB97M-V/def2-TZVPD
O 1.45 -0.44 -0.40
H 0.79 0.26 -0.35
H -1.27 0.32 0.21
O -0.32 1.95 -1.27
H -0.20 1.03 -1.02
H 0.53 2.22 -1.60
H 1.96 -0.34 0.41
H -0.80 -2.22 1.23
O -0.56 0.12 -0.40
O -0.76 -1.26 1.16
H -0.16 -0.67 -0.05
H -0.64 -0.96 2.06
```

---

17.
A single C6H10O2 molecule, computed with ωB97M-V/def2-TZVPD.

Calculated values
Net charge: 0
Frontier orbital gap (eV): 10.9
E_HOMO (eV): -10.311
Structure (SMILES): CC(C)/C=C/C(=O)O

XYZ file:
```
18
C6H10O2 | OMol25 | ωB97M-V/def2-TZVPD
H -2.83 0.56 0.91
H -1.46 -0.15 1.76
H 1.05 -1.49 -0.33
O 3.47 -1.35 0.43
C 2.84 -0.37 0.15
H -1.24 -1.80 -0.20
H -2.54 -1.00 -1.08
H -1.36 1.15 -1.00
O 3.43 0.85 0.16
H -1.50 1.59 1.43
C 1.32 -0.46 -0.14
C -1.75 0.61 1.03
H 2.81 1.54 -0.10
H -0.95 -1.17 -1.83
C -1.06 0.36 -0.31
H 0.76 1.56 0.15
C 0.49 0.55 -0.13
C -1.46 -0.99 -0.89
```

---

18.
2 unconnected molecules or ions with the total composition C3H5Cl, computed with ωB97M-V/def2-TZVPD.

Calculated values
Net charge: 0
Frontier orbital gap (eV): 10.7
E_HOMO (eV): -10.600
Structure (SMILES): C#CCl.C

XYZ file:
```
9
C3H5Cl | OMol25 | ωB97M-V/def2-TZVPD
C -1.74 0.73 2.02
H 1.84 -0.91 -2.15
C -1.06 0.87 1.04
Cl -2.16 1.17 3.74
H 0.29 -1.00 -1.95
H -0.31 0.63 0.41
H 1.00 0.37 -1.18
C 1.12 -0.64 -1.42
H 1.02 -1.22 -0.50
```